<a>
3 unconnected molecules or ions with the total composition H6O3. Source: the OMol25 dataset; level of theory: ωB97M-V with the def2-TZVPD basis set.

Summary:
* charge: 0
* SMILES string: O.O.O
* E_LUMO: 0.3 eV

```
9
H6O3 (ωB97M-V with the def2-TZVPD basis set)
O 2.206 -1.122 -0.712
O -0.594 -1.021 -0.118
O -1.204 1.611 0.134
H 1.253 -1.229 -0.660
H 2.459 -0.332 -0.220
H -0.386 1.947 0.441
H -0.836 -0.093 -0.265
H -1.651 1.705 0.955
H -1.245 -1.462 0.448
```

<b>
3 unconnected molecules or ions with the total composition H6O3. Source: the OMol25 dataset; level of theory: ωB97M-V with the def2-TZVPD basis set.

Summary:
* charge: 0
* SMILES string: O.O.O
* E_LUMO: 0.2 eV

```
9
H6O3 (ωB97M-V with the def2-TZVPD basis set)
O 1.164 1.036 1.516
O -1.257 -0.360 -0.095
O 0.918 -0.595 -1.753
H 0.636 0.586 0.856
H -2.211 -0.324 -0.154
H 0.926 0.298 -2.097
H 0.612 1.048 2.298
H -1.080 -1.120 0.460
H 0.291 -0.569 -1.030
```

<c>
3 unconnected molecules or ions with the total composition H6O3. Source: the OMol25 dataset; level of theory: ωB97M-V with the def2-TZVPD basis set.

Summary:
* charge: 0
* SMILES string: O.O.O
* E_LUMO: 0.4 eV

```
9
H6O3 (ωB97M-V with the def2-TZVPD basis set)
O 8.231 -24.111 -6.123
O 10.831 -22.873 -4.629
O 12.220 -20.481 -3.631
H 10.002 -22.891 -5.121
H 7.418 -24.555 -6.392
H 10.970 -23.795 -4.382
H 8.337 -23.374 -6.737
H 13.111 -20.712 -3.914
H 11.692 -21.280 -3.804
```

<d>
3 unconnected molecules or ions with the total composition H6O3. Source: the OMol25 dataset; level of theory: ωB97M-V with the def2-TZVPD basis set.

Summary:
* charge: 0
* SMILES string: O.O.O
* E_LUMO: 0.4 eV

```
9
H6O3 (ωB97M-V with the def2-TZVPD basis set)
O 0.440 0.020 -0.171
O -0.015 0.866 -2.931
O -0.712 -0.623 2.642
H 0.165 1.743 -3.257
H 0.374 0.799 -2.057
H -0.088 -1.472 2.635
H -1.643 -0.791 2.549
H 0.914 -0.820 -0.122
H 0.564 0.278 0.712
```

The energetic minimum among the shown structures is <c>; the next structure lies 10.7 kJ/mol above.